# 1
A gas-phase ion, C9H19N4 (charge +1) at a distorted geometry. Source: OMol25; level of theory: wB97M-V/def2-TZVPD.

For the relative energy (zero: lowest compared OMol25 entry of this formula, charge and spin), the calculation gives 62.3 kcal/mol. The value obtained for the HOMO-LUMO gap is 10.1 eV. As for the charge: +1.

XYZ file:
```
32
Properties=species:S:1:pos:R:3:forces:R:3:nbo_charge:R:1
C -1.02955 -1.38055 -1.79341 1.9 -1.5 0.0 0.23
C -1.57848 -0.14860 -1.29097 3.0 2.0 3.0 0.30
C 0.39582 -1.29089 -2.37184 -1.0 -0.2 -1.4 -0.48
C 1.40663 -0.49499 -1.60762 0.6 2.4 -0.7 -0.42
C 0.90100 0.83717 -1.07357 -2.8 -2.7 2.0 -0.05
C -0.39346 0.42635 -0.11502 -2.3 -0.2 -1.8 0.16
C 0.69283 -0.35694 2.12001 0.3 1.9 -1.8 -0.60
C -1.83961 -0.71606 1.63645 -2.0 1.3 -1.0 -0.63
C -0.45558 -0.65610 1.11603 1.9 2.6 -0.8 -0.27
N -1.58365 -2.44980 -1.44114 -0.8 -0.9 0.6 -0.56
N -2.59968 0.45157 -1.58285 -1.8 1.9 -1.2 -0.55
N 1.70958 1.69661 -0.35104 1.5 3.0 -0.9 -0.86
N -0.97338 1.79166 0.50154 3.8 -1.3 -2.1 -0.78
H 0.75332 -2.29718 -2.36256 0.2 -0.8 -0.3 0.24
H 0.32790 -1.00780 -3.45747 0.1 0.1 1.0 0.25
H 1.70824 -0.98300 -0.73837 0.9 -1.4 1.3 0.20
H 2.29648 -0.23573 -2.20817 -0.3 -0.6 0.1 0.24
H 0.52995 1.40778 -1.86176 -1.2 0.9 -1.5 0.20
H 0.41854 0.60808 2.60959 0.7 -0.2 -0.4 0.19
H 1.68251 -0.26532 1.48643 -1.8 -0.2 1.8 0.20
H 0.80679 -0.99921 2.96417 0.1 -1.0 0.2 0.25
H -2.53747 -1.17067 0.83162 0.9 1.0 1.5 0.27
H -2.21720 0.25736 2.08514 0.0 -0.9 -0.8 0.18
H -1.85331 -1.32346 2.48100 -0.1 -1.5 1.4 0.24
H -0.29902 -1.60162 0.72898 0.7 -1.8 -1.3 0.24
H -1.06749 -3.33791 -1.54795 -0.1 0.7 -0.5 0.36
H -2.71419 1.43730 -1.24650 -0.2 -1.3 0.0 0.32
H 2.24979 1.28405 0.36742 0.9 -0.3 0.5 0.38
H 2.26638 2.33273 -0.99488 -0.7 -1.2 1.5 0.41
H -0.06601 2.37604 0.43049 -1.2 -0.5 0.2 0.47
H -1.11845 1.50913 1.45339 -1.0 0.7 0.6 0.45
H -1.72043 2.17096 -0.08671 -0.1 0.0 0.8 0.42
```
Forces are in eV/Å.



# 2
2 unconnected molecules or ions with the total composition C4H10ClO2 at a distorted geometry. Source: OMol25; level of theory: wB97M-V/def2-TZVPD.

For the relative energy (zero: lowest compared OMol25 entry of this formula, charge and spin), the calculation gives 0.0 kcal/mol. The value obtained for the HOMO-LUMO gap is 8.4 eV. As for the charge: -1.

XYZ file:
```
17
Properties=species:S:1:pos:R:3:forces:R:3:nbo_charge:R:1
O 0.57842 -1.92330 0.89660 0.0 0.2 -0.1 -0.77
O 0.37821 0.74781 1.64413 -1.0 -0.5 -0.1 -0.81
C 0.63040 -1.60831 -0.48670 0.2 -0.2 -0.1 -0.06
C -0.78388 1.01430 0.84078 0.3 -0.1 0.7 -0.06
C -0.57091 -0.81214 -0.99252 -0.2 -0.1 -0.1 -0.42
C -0.60375 0.67805 -0.63402 0.1 0.2 -0.3 -0.44
H 0.64100 -1.07301 1.37982 0.0 0.0 -0.1 0.50
H 1.08924 1.35584 1.35232 0.4 0.4 -0.3 0.51
H 0.65735 -2.58303 -1.01075 0.0 0.4 0.2 0.15
H 1.56379 -1.06711 -0.73437 -0.3 -0.1 0.1 0.17
H -1.07214 2.07685 0.95632 0.2 -0.4 -0.1 0.17
H -1.58800 0.39712 1.28568 0.2 0.2 -0.2 0.16
H -0.57538 -0.88914 -2.09683 0.0 0.0 0.3 0.19
H -1.48940 -1.30301 -0.61718 0.3 0.1 -0.2 0.19
H 0.32317 1.16479 -0.99367 -0.4 -0.1 0.2 0.25
H -1.45585 1.14038 -1.16847 0.3 -0.1 0.1 0.19
Cl 2.27774 2.68392 0.37886 0.1 0.1 0.0 -0.92
```
Forces are in eV/Å.



# 3
A molecular structure, C46H41NP2S4V. Source: OMol25; level of theory: wB97M-V/def2-TZVPD.

Its spin multiplicity is 4. The value obtained for the HOMO-LUMO gap (alpha / beta) is 7.1 / 7.5 eV. As for the charge: 0.

XYZ file:
```
95
Properties=species:S:1:pos:R:3:forces:R:3:lowdin_spin:R:1
V -0.93998 0.91650 0.05075 -0.1 0.0 0.0 2.74
S -1.79952 -1.36432 0.51428 0.0 0.1 0.0 0.03
C -3.54385 -1.16901 0.48642 0.0 0.0 0.0 0.01
C -4.35399 -2.22041 0.94596 0.0 0.0 0.0 0.00
C -5.73148 -2.14687 0.91399 0.0 0.0 0.0 0.00
C -6.36928 -1.01771 0.40754 0.0 0.0 0.0 0.00
C -5.59595 0.02836 -0.05777 0.0 0.0 0.0 0.00
C -4.20438 -0.03558 -0.00422 0.0 0.0 0.0 0.01
S -3.29407 1.37520 -0.60092 -0.1 0.0 -0.1 0.02
C -3.60655 2.54493 0.74822 0.0 0.1 0.0 0.01
C -2.96864 2.15082 2.04671 0.0 0.0 0.0 0.01
C -3.53948 2.49016 3.26481 0.0 0.0 -0.1 0.00
C -2.86105 2.18022 4.42832 0.0 0.0 0.1 0.01
C -1.63992 1.53255 4.34853 0.0 0.0 0.0 0.00
C -1.14416 1.19660 3.10052 0.0 0.0 0.0 0.01
C 0.15004 0.45741 2.94056 0.1 0.0 -0.1 0.01
S 1.08935 1.06093 1.49775 0.1 0.0 0.1 0.02
C 1.14284 2.80518 1.87189 0.0 0.0 0.0 0.01
C 1.88532 3.21515 2.97676 0.0 0.0 0.0 0.00
C 1.96356 4.55250 3.31562 0.0 0.0 0.0 0.00
C 1.30665 5.48485 2.51824 0.0 0.0 0.0 0.00
C 0.59237 5.08170 1.40799 0.0 0.0 0.0 0.00
C 0.48565 3.72891 1.04817 0.0 0.0 0.0 0.01
S -0.41219 3.29202 -0.39640 0.0 0.0 0.0 0.03
N -1.80085 1.50923 1.97710 0.1 0.0 0.0 0.00
H -3.86444 -3.10458 1.33457 0.0 0.0 0.0 0.00
H -6.31841 -2.97974 1.28126 0.0 0.0 0.0 0.00
H -7.44877 -0.96164 0.36780 0.0 0.0 0.0 0.00
H -6.06603 0.91090 -0.47658 0.0 0.0 0.0 0.00
H -4.67968 2.68988 0.86250 0.0 0.0 0.0 0.00
H -3.15136 3.47603 0.40034 0.0 0.0 0.0 0.00
H -4.49369 2.99832 3.28980 0.0 0.0 0.0 0.00
H -3.27734 2.44500 5.39155 0.0 0.0 0.0 0.00
H -1.07837 1.28047 5.23744 0.0 0.0 0.0 0.00
H -0.04793 -0.59501 2.71505 0.0 0.0 0.0 0.00
H 0.75559 0.52088 3.84320 0.0 0.0 0.0 0.00
H 2.40680 2.47083 3.56829 0.0 0.0 0.0 0.00
H 2.53349 4.86714 4.17955 0.0 0.0 0.0 0.00
H 1.36024 6.53817 2.76453 0.0 0.0 0.0 0.00
H 0.09293 5.81328 0.78559 0.0 0.0 0.0 0.00
C 0.91521 -2.65192 -2.35821 0.0 0.0 0.0 0.00
C -0.24114 -1.70793 -2.72604 0.0 0.0 0.1 0.00
P -0.10595 0.06565 -2.23080 0.0 0.1 0.0 0.03
C -1.29337 0.84477 -3.38394 0.0 0.0 0.0 0.01
C -1.12191 2.18100 -3.74047 0.0 0.0 0.0 0.00
C -2.08916 2.83716 -4.48559 0.0 0.0 0.0 0.00
C -3.24164 2.16992 -4.87855 0.0 0.0 0.0 0.00
C -3.42335 0.84255 -4.52076 0.0 0.0 0.0 0.00
C -2.45746 0.18370 -3.77307 0.0 0.0 0.0 0.00
C 1.50503 0.57849 -2.92065 0.0 0.0 0.0 0.00
C 2.24642 1.54666 -2.25054 0.0 0.0 0.0 0.00
C 3.48101 1.95423 -2.74127 0.0 0.0 0.0 0.00
C 3.98787 1.38599 -3.89903 0.0 0.0 0.0 0.00
C 3.25200 0.42159 -4.57849 0.0 0.0 0.0 0.00
C 2.01630 0.02569 -4.09516 0.0 0.0 0.0 0.00
C 0.84264 -3.25489 -0.94796 0.0 0.0 0.0 0.00
P 1.52270 -2.08897 0.30767 0.0 0.0 -0.1 0.01
C 1.40494 -3.03931 1.86466 0.0 0.0 0.0 0.00
C 2.36551 -2.83147 2.85774 0.0 0.0 0.0 0.00
C 2.24661 -3.43731 4.09809 0.0 0.0 0.0 0.00
C 1.15833 -4.25633 4.37167 0.0 0.0 0.0 0.00
C 0.19287 -4.45949 3.39790 0.0 0.0 0.0 0.00
C 0.31089 -3.85157 2.15483 0.0 0.0 0.0 0.00
C 3.30960 -2.24269 -0.07593 0.0 0.0 0.0 0.00
C 3.98366 -1.10440 -0.50533 0.0 0.0 0.0 0.00
C 5.32000 -1.16979 -0.88383 0.0 0.0 0.0 0.00
C 5.99534 -2.37731 -0.82023 0.0 0.0 0.0 0.00
C 5.33593 -3.51976 -0.37680 0.0 0.0 0.0 0.00
C 4.00294 -3.45222 -0.00890 0.0 0.0 0.0 0.00
H 1.87941 -2.15673 -2.50645 0.0 0.0 0.0 0.00
H 0.89963 -3.47361 -3.07791 0.0 0.0 0.0 0.00
H -1.16329 -2.06135 -2.25852 0.0 0.0 0.0 0.00
H -0.40082 -1.72620 -3.80627 0.0 0.0 0.0 0.00
H -0.23416 2.71442 -3.42113 0.0 0.0 0.0 0.00
H -1.94389 3.87562 -4.75465 0.0 0.0 0.0 0.00
H -3.99705 2.68479 -5.45817 0.0 0.0 0.0 0.00
H -4.32282 0.31720 -4.81607 0.0 0.0 0.0 0.00
H -2.62795 -0.84608 -3.48431 0.0 0.0 0.0 0.00
H 1.83852 1.99823 -1.35283 0.0 0.0 0.0 0.00
H 4.04438 2.71407 -2.21430 0.0 0.0 0.0 0.00
H 4.95358 1.69569 -4.27825 0.0 0.0 0.0 0.00
H 3.64309 -0.01828 -5.48700 0.0 0.0 0.0 0.00
H 1.44721 -0.71964 -4.63702 0.0 0.0 0.0 0.00
H 1.39074 -4.19868 -0.90477 0.0 0.0 0.0 0.00
H -0.19928 -3.45013 -0.68996 0.0 0.0 0.0 0.00
H 3.21880 -2.19458 2.65056 0.0 0.0 0.0 0.00
H 3.00534 -3.27259 4.85299 0.0 0.0 0.0 0.00
H 1.06484 -4.73235 5.33933 0.0 0.0 0.0 0.00
H -0.66263 -5.08964 3.60641 0.0 0.0 0.0 0.00
H -0.46789 -3.99513 1.41765 0.0 0.0 0.0 0.00
H 3.45551 -0.15963 -0.54800 0.0 0.0 0.0 0.00
H 5.82651 -0.27620 -1.22642 0.0 0.0 0.0 0.00
H 7.03707 -2.43316 -1.10993 0.0 0.0 0.0 0.00
H 5.86499 -4.46289 -0.32124 0.0 0.0 0.0 0.00
H 3.49486 -4.34444 0.33950 0.0 0.0 0.0 0.00
```
Forces are in eV/Å.



# 4
A molecular structure, C43H51IN5P2RbS2Si. Source: OMol25; level of theory: wB97M-V/def2-TZVPD.

For the relative energy (zero: lowest compared OMol25 entry of this formula, charge and spin), the calculation gives 19.7 kcal/mol. The value obtained for the HOMO-LUMO gap is 6.5 eV. As for the charge: 0.

XYZ file:
```
106
Properties=species:S:1:pos:R:3:forces:R:3:lowdin_charge:R:1
Rb 0.28630 0.05653 -0.10732 -0.5 0.1 0.0 0.51
C -3.68794 -1.19450 0.68267 0.2 -0.2 0.0 -0.21
C -3.01266 -1.92396 1.86212 0.0 0.1 -0.1 -0.20
N -1.68275 -2.42819 1.55499 0.1 0.0 0.0 -0.08
C -1.60998 -3.73212 0.92007 0.0 0.1 -0.1 -0.28
C -2.08857 -3.78704 -0.53450 0.0 0.0 0.1 -0.45
S -1.33313 -2.61410 -1.70352 0.0 0.0 -0.1 0.82
C -2.75753 -1.61238 -2.23297 0.0 0.0 0.1 -0.45
C -2.94954 -0.28006 -1.49377 0.0 -0.2 0.1 -0.29
N -2.73796 -0.39757 -0.06148 -0.1 0.3 -0.1 -0.13
H -4.13283 -1.92599 0.00650 0.0 0.0 0.0 0.10
H -4.52814 -0.60611 1.07485 0.0 0.0 0.0 0.12
H -2.90593 -1.22236 2.69300 0.0 0.0 0.0 0.10
H -3.68569 -2.72202 2.21144 0.0 0.0 0.0 0.12
H -1.12137 -2.42724 2.39490 0.0 -0.1 0.0 0.09
H -0.57008 -4.05933 0.95146 0.0 0.0 0.0 0.08
H -2.19669 -4.48878 1.46689 0.0 0.0 0.0 0.12
H -1.87460 -4.78990 -0.90648 0.0 0.0 0.0 0.07
H -3.16908 -3.66113 -0.59650 0.0 0.0 0.0 0.06
H -2.60086 -1.40515 -3.29172 0.0 0.0 0.0 0.07
H -3.64162 -2.24920 -2.17270 0.0 0.0 0.0 0.07
H -2.22248 0.44223 -1.87160 0.0 0.0 0.0 0.04
H -3.94799 0.10316 -1.75483 0.0 0.0 -0.1 0.12
H -2.61410 0.51557 0.35888 0.0 0.0 0.0 0.06
N 2.34200 -2.25890 2.04876 -0.1 0.2 -0.2 -0.42
P 2.56523 -0.54073 2.24851 0.2 -0.2 0.1 0.93
C 1.45650 -0.22962 3.67900 0.0 0.0 0.0 -0.36
C 0.94136 1.05408 3.83667 0.0 0.0 0.0 -0.10
C 0.18037 1.37826 4.95547 0.0 -0.1 -0.1 -0.08
C -0.10510 0.40933 5.90368 0.0 0.0 0.0 -0.08
C 0.39335 -0.88061 5.74910 0.0 0.0 0.0 -0.07
C 1.18302 -1.19198 4.65363 0.0 0.0 0.0 -0.10
C 4.17503 -0.43685 3.11794 0.0 -0.1 0.0 -0.36
C 4.77982 0.81546 3.19050 0.0 0.0 0.0 -0.10
C 5.98198 0.97894 3.86429 0.0 -0.1 0.0 -0.08
C 6.59646 -0.11613 4.45830 0.0 0.0 0.0 -0.09
C 6.00678 -1.37079 4.37383 -0.1 0.0 0.0 -0.08
C 4.79927 -1.53196 3.70540 0.1 0.0 0.1 -0.10
P 2.11680 -2.75350 0.37246 0.1 -0.1 0.2 0.92
C 3.82731 -2.59589 -0.24196 0.1 0.0 0.1 -0.38
C 4.01730 -1.97564 -1.47143 0.0 0.0 0.0 -0.11
C 5.29770 -1.83482 -1.99916 0.0 0.0 0.1 -0.08
C 6.38796 -2.30790 -1.28798 0.0 0.0 0.0 -0.08
C 6.20619 -2.92826 -0.05259 0.0 0.0 -0.1 -0.07
C 4.93121 -3.07672 0.46416 0.0 0.0 0.0 -0.09
C 1.98897 -4.56534 0.60772 0.0 0.0 0.0 -0.39
C 2.13121 -5.21755 1.82707 0.0 -0.1 0.0 -0.10
C 1.95651 -6.59628 1.91254 0.0 0.1 0.0 -0.08
C 1.64526 -7.33165 0.77966 0.0 0.0 0.0 -0.09
C 1.50313 -6.68645 -0.44509 0.0 0.0 0.1 -0.08
C 1.66562 -5.31315 -0.52723 -0.1 0.0 0.0 -0.10
H 1.56006 -2.58255 2.60845 0.1 -0.1 0.0 0.01
H 1.14068 1.81179 3.08645 0.0 0.0 0.0 0.10
H -0.19854 2.38490 5.07816 0.0 0.0 0.0 0.10
H -0.71049 0.65841 6.76583 0.0 0.0 0.0 0.10
H 0.18872 -1.63614 6.49744 0.0 0.0 0.0 0.11
H 1.61730 -2.18428 4.58323 0.0 0.0 0.0 0.10
H 4.31404 1.66872 2.70732 0.0 0.0 0.0 0.10
H 6.44505 1.95620 3.91394 0.0 0.0 0.0 0.10
H 7.53829 0.00714 4.97750 0.0 0.0 0.0 0.10
H 6.48983 -2.22793 4.82689 0.0 0.0 0.0 0.10
H 4.33916 -2.51068 3.62855 0.0 0.0 0.0 0.09
H 3.16455 -1.58868 -2.01842 0.0 0.0 0.0 0.10
H 5.43477 -1.34372 -2.95442 0.0 0.0 0.0 0.10
H 7.38615 -2.19331 -1.69170 0.0 0.0 0.0 0.10
H 7.06135 -3.29471 0.50119 0.0 0.0 0.0 0.10
H 4.78297 -3.56196 1.42239 0.0 0.0 0.0 0.10
H 2.39648 -4.65958 2.71689 0.0 0.0 0.0 0.09
H 2.07007 -7.09298 2.86810 0.0 0.0 0.0 0.10
H 1.51228 -8.40378 0.84733 0.0 0.0 0.0 0.10
H 1.25660 -7.25367 -1.33373 0.0 0.0 0.0 0.11
H 1.53000 -4.81238 -1.48134 0.0 0.0 0.0 0.11
C -0.80392 2.25873 -5.74554 -0.2 -0.2 0.0 -0.19
Si 0.60389 3.36314 -5.24354 0.1 0.0 0.1 0.47
C -0.00210 5.04044 -4.72168 -0.1 0.2 0.1 -0.19
C 1.66079 3.60794 -6.77346 0.1 0.0 -0.2 -0.20
C 1.70640 2.56934 -3.94470 0.0 -0.1 0.1 -0.26
C 3.04178 2.32037 -4.22211 0.0 0.0 0.0 -0.10
C 3.88397 1.73405 -3.27718 0.0 0.0 -0.1 -0.09
C 3.31738 1.37833 -2.07570 -0.2 0.0 0.1 -0.19
N 2.03153 1.57946 -1.76621 0.2 0.1 -0.1 -0.09
C 1.22240 2.20033 -2.65550 0.0 0.0 0.1 -0.78
S -0.42549 2.54210 -2.17291 0.3 -0.1 -0.1 0.50
H -1.41831 2.75806 -6.50074 0.0 0.0 0.0 0.03
H -1.42832 2.01448 -4.88320 0.0 0.0 -0.1 0.00
H -0.42253 1.33112 -6.18136 0.0 0.0 0.0 0.03
H -0.48274 5.55129 -5.56189 0.0 0.0 0.0 0.03
H 0.83582 5.65617 -4.38309 0.0 0.0 0.0 0.03
H -0.71398 4.95094 -3.90042 0.0 0.0 0.0 0.00
H 1.06267 4.08261 -7.55705 0.0 0.0 0.0 0.03
H 2.02798 2.65585 -7.16815 0.0 0.1 0.0 0.03
H 2.52259 4.25413 -6.58283 0.0 0.0 0.0 0.03
H 3.45042 2.59172 -5.18885 0.0 0.0 0.0 0.09
H 4.93336 1.55780 -3.47218 0.0 0.0 0.0 0.09
H 3.91990 0.89928 -1.30865 0.0 0.0 0.0 0.09
I -3.85496 2.71055 5.29458 -0.1 0.0 0.1 0.89
C -2.81473 3.03512 3.52910 0.1 -0.1 0.0 -0.74
C -2.51541 4.31579 3.09621 0.0 0.1 0.0 -0.13
C -1.79760 4.45777 1.92071 0.0 0.0 0.0 -0.04
C -1.40716 3.32124 1.22619 0.0 0.0 0.0 -0.13
N -1.68944 2.08854 1.65614 0.0 -0.1 0.0 0.05
C -2.38346 1.94866 2.78350 0.1 0.2 -0.1 -0.23
H -2.83632 5.18083 3.66167 0.0 0.0 0.0 0.10
H -1.54612 5.43802 1.53863 0.0 0.0 0.0 0.11
H -0.85934 3.38371 0.28805 0.0 0.0 0.0 0.03
H -2.59262 0.93763 3.11421 0.0 0.0 0.0 0.08
```
Forces are in eV/Å.



| no. | E (Ha) |
| --- | --- |
| 1 | -573.014345 |
| 2 | -769.168950 |
| 3 | -5051.872964 |
| 4 | -4033.378182 |